# 1
The following is a DFT calculation (wB97M-V/def2-TZVPD) of a molecular structure, C37H44AgF2O2P.

Positions of all 87 atoms, in Å:
Ag1 -0.510 0.663 -0.287
C1 -0.923 3.342 -0.274
C2 0.073 2.853 0.640
C3 -0.652 2.538 1.860
C4 -2.002 2.861 1.636
C5 -2.176 3.353 0.331
C6 -3.505 3.700 -0.306
C7 -3.306 4.244 -1.721
C8 -4.398 2.454 -0.391
C9 -4.223 4.767 0.532
C10 -0.189 1.958 3.201
C11 0.555 0.627 3.031
C12 0.660 2.957 4.005
C13 -1.402 1.636 4.089
C14 1.531 3.296 0.404
C15 2.625 2.432 1.045
C16 1.858 3.303 -1.098
C17 1.678 4.741 0.917
H1 -0.714 3.706 -1.268
H2 -2.816 2.646 2.316
H3 -2.825 3.497 -2.355
H4 -2.678 5.139 -1.710
H5 -4.272 4.503 -2.169
H6 -3.926 1.689 -1.009
H7 -5.377 2.699 -0.823
H8 -4.556 2.029 0.603
H9 -3.621 5.677 0.584
H10 -4.376 4.411 1.554
H11 -5.202 5.014 0.102
H12 1.496 0.727 2.500
H13 -0.076 -0.063 2.465
H14 0.758 0.177 4.012
H15 1.566 3.254 3.483
H16 0.952 2.524 4.969
H17 0.075 3.861 4.196
H18 -2.059 0.911 3.606
H19 -1.983 2.533 4.313
H20 -1.055 1.209 5.036
H21 2.531 1.397 0.718
H22 2.619 2.477 2.133
H23 3.603 2.795 0.713
H24 1.801 2.299 -1.520
H25 2.889 3.644 -1.240
H26 1.209 3.977 -1.658
H27 1.452 4.810 1.983
H28 0.980 5.395 0.388
H29 2.698 5.110 0.754
O1 3.451 0.380 -2.090
C18 2.882 -0.485 -1.407
O2 1.953 -0.353 -0.564
C19 3.390 -1.921 -1.566
C20 4.766 -2.140 -1.607
C21 5.283 -3.424 -1.628
C22 4.420 -4.515 -1.624
C23 3.052 -4.303 -1.618
C24 2.519 -3.013 -1.604
P1 0.699 -2.686 -1.588
C25 0.369 -3.462 0.052
C26 -0.098 -4.757 0.257
C27 -0.308 -5.240 1.543
C28 -0.049 -4.436 2.643
C29 0.424 -3.144 2.446
C30 0.629 -2.659 1.164
C31 0.063 -3.970 -2.748
C32 -1.310 -4.242 -2.702
C33 -1.905 -5.074 -3.637
C34 -1.153 -5.636 -4.662
C35 0.200 -5.343 -4.743
C36 0.800 -4.519 -3.798
H30 5.416 -1.274 -1.615
H31 6.357 -3.578 -1.638
H32 4.811 -5.527 -1.624
H33 2.381 -5.156 -1.617
H34 -0.309 -5.400 -0.589
H35 -0.679 -6.250 1.680
H36 -0.219 -4.809 3.646
H37 0.622 -2.499 3.294
H38 1.003 -1.655 1.000
H39 -1.914 -3.770 -1.936
H40 -2.970 -5.269 -3.574
H41 -1.620 -6.281 -5.397
H42 0.799 -5.756 -5.548
H43 1.856 -4.298 -3.887
F1 -2.190 -1.994 -0.509
C37 -2.266 -0.575 -0.625
F2 -2.836 -0.407 -1.915
H44 -3.101 -0.335 0.046

Force components x, y, z for each atom (eV/Å):
Ag 0.0 0.1 0.0
C 0.0 0.0 0.0
C 0.0 0.0 0.0
C 0.0 0.1 0.0
C 0.0 0.0 0.0
C 0.0 0.0 0.0
C 0.0 0.0 0.0
C 0.0 0.0 0.0
C 0.0 0.0 0.0
C 0.0 0.0 0.0
C 0.0 0.0 0.0
C 0.0 0.0 0.0
C 0.0 0.0 0.0
C 0.0 0.0 0.0
C 0.0 0.0 0.0
C 0.0 0.0 0.0
C 0.0 0.0 0.0
C 0.0 0.0 0.0
H 0.0 0.0 0.0
H 0.0 0.0 0.0
H 0.0 0.0 0.0
H 0.0 0.0 0.0
H 0.0 0.0 0.0
H 0.0 0.0 0.0
H 0.0 0.0 0.0
H 0.0 0.0 0.0
H 0.0 0.0 0.0
H 0.0 0.0 0.0
H 0.0 0.0 0.0
H 0.0 0.0 -0.1
H 0.0 0.0 0.0
H 0.0 0.0 0.0
H 0.0 0.0 0.0
H 0.0 0.0 0.0
H 0.0 0.0 0.0
H 0.0 0.0 0.0
H 0.0 0.0 0.0
H 0.0 0.0 0.0
H 0.0 0.0 0.0
H 0.0 0.0 0.0
H 0.0 0.0 0.0
H 0.0 0.0 0.0
H 0.0 0.0 0.0
H 0.0 0.0 0.0
H 0.0 0.0 0.0
H 0.0 0.0 0.0
H 0.0 0.0 0.0
O 0.0 0.0 0.0
C 0.0 0.1 0.0
O 0.1 -0.1 -0.1
C 0.0 0.0 0.0
C 0.0 0.0 0.0
C 0.0 0.0 0.0
C 0.0 0.0 0.0
C 0.0 0.0 0.0
C 0.0 0.0 0.0
P 0.0 0.1 0.0
C 0.0 0.0 0.0
C 0.0 0.0 0.0
C 0.0 0.0 0.0
C 0.0 0.0 0.0
C 0.0 0.0 0.0
C 0.0 0.0 0.0
C 0.0 -0.1 0.0
C 0.0 0.0 0.0
C 0.0 0.0 0.0
C 0.0 0.0 0.0
C 0.0 0.0 0.0
C 0.0 0.0 0.0
H 0.0 0.0 0.0
H 0.0 0.0 0.0
H 0.0 0.0 0.0
H 0.0 0.0 0.0
H 0.0 0.0 0.0
H 0.0 0.0 0.0
H 0.0 0.0 0.0
H 0.0 0.0 0.0
H 0.0 0.0 0.0
H 0.0 0.0 0.0
H 0.0 0.0 0.0
H 0.0 0.0 0.0
H 0.0 0.0 0.0
H 0.0 0.0 0.0
F 0.0 0.0 0.0
C 0.0 0.0 0.0
F 0.0 0.0 0.0
H 0.0 0.0 0.0

Output
- E (eV) = -61901.9956
- ΔE to the lowest compared entry with this formula, charge and spin (kcal/mol) = 13.43
- orbital gap (eV) = 5.745
- net charge = -2

---

# 2
The following is a DFT calculation (wB97M-V/def2-TZVPD) of a molecular structure, C37H44As2IN5NaO2 at a distorted geometry.

Positions of all 92 atoms, in Å:
Na1 -0.608 -0.231 -0.936
C1 3.329 2.959 -1.736
C2 2.750 1.674 -2.264
C3 1.601 1.678 -3.093
C4 0.981 2.995 -3.531
C5 1.074 0.460 -3.576
C6 -0.152 0.468 -4.429
C7 1.761 -0.728 -3.333
C8 1.140 -2.035 -3.728
C9 3.002 -0.682 -2.687
C10 3.927 -1.852 -2.773
C11 3.388 0.468 -1.992
C12 4.485 0.391 -0.992
H1 4.165 3.351 -2.393
H2 3.690 2.914 -0.699
H3 2.546 3.727 -1.780
H4 0.241 3.383 -2.785
H5 0.431 2.918 -4.462
H6 1.736 3.788 -3.649
H7 0.083 0.556 -5.532
H8 -0.819 1.326 -4.199
H9 -0.806 -0.403 -4.310
H10 0.089 -2.099 -3.398
H11 1.671 -2.876 -3.244
H12 1.113 -2.185 -4.829
H13 3.808 -2.372 -3.740
H14 3.836 -2.590 -1.934
H15 4.996 -1.521 -2.739
H16 4.317 1.086 -0.126
H17 5.502 0.615 -1.399
H18 4.502 -0.609 -0.547
C13 -1.056 -1.633 3.374
As1 -0.099 -0.174 2.454
C14 1.597 -0.428 3.448
C15 -0.808 1.331 3.533
C16 -1.546 1.092 4.695
C17 -2.124 2.132 5.369
C18 -1.919 3.437 4.961
C19 -1.154 3.717 3.831
C20 -0.609 2.654 3.097
As2 0.587 2.972 1.493
C21 -0.158 4.742 0.988
C22 2.095 3.663 2.584
H19 -0.643 -1.829 4.389
H20 -0.956 -2.551 2.749
H21 -2.119 -1.415 3.371
H22 1.456 -0.090 4.501
H23 2.410 0.112 2.952
H24 1.856 -1.495 3.510
H25 -1.697 0.080 5.031
H26 -2.735 1.905 6.252
H27 -2.303 4.268 5.563
H28 -0.947 4.773 3.582
H29 -0.228 5.408 1.844
H30 -1.153 4.606 0.578
H31 0.547 5.109 0.232
H32 1.695 4.439 3.233
H33 2.812 4.104 1.852
H34 2.552 2.842 3.107
O1 -2.275 -7.666 0.421
N1 -1.276 -6.973 0.095
O2 -0.255 -7.453 -0.363
C23 -1.418 -5.546 0.268
C24 -2.712 -5.099 0.458
C25 -3.025 -3.721 0.340
C26 -4.332 -3.172 0.500
C27 -4.586 -1.849 0.187
C28 -3.505 -1.085 -0.271
N2 -2.249 -1.544 -0.313
C29 -1.973 -2.822 -0.021
C30 -0.599 -3.268 0.039
N3 0.401 -2.316 0.008
C31 1.663 -2.698 0.102
C32 2.032 -4.049 0.179
C33 1.081 -5.048 0.187
C34 -0.296 -4.671 0.201
H35 -3.534 -5.784 0.668
H36 -5.130 -3.823 0.850
H37 -5.553 -1.359 0.293
H38 -3.670 -0.047 -0.553
H39 2.433 -1.922 0.210
H40 3.105 -4.301 0.127
H41 1.323 -6.145 0.174
I1 -4.651 3.934 -3.318
C35 -3.597 3.054 -1.743
C36 -3.778 3.152 -0.401
N4 -2.843 2.347 0.166
N5 -2.053 1.731 -0.750
C37 -2.529 2.142 -1.936
H42 -4.483 3.699 0.189
H43 -2.731 2.165 1.154
H44 -2.117 1.788 -2.888

Force components x, y, z for each atom (eV/Å):
Na 1.0 0.6 0.1
C 0.0 1.0 -0.5
C -0.6 -0.1 -0.2
C 0.3 0.2 -0.2
C -0.2 0.5 0.8
C 0.3 0.7 0.6
C -1.2 0.6 -1.0
C 0.1 0.2 0.1
C 0.1 -0.8 -0.4
C -0.4 -0.2 0.3
C 1.1 -0.8 0.4
C -0.2 0.1 -0.6
C 1.0 0.4 1.0
H -0.8 -0.6 0.7
H -0.1 -0.1 -0.4
H 0.3 -0.1 0.3
H 0.5 -0.3 -0.4
H 0.1 -0.1 -0.2
H -0.3 -0.4 0.0
H -0.2 -0.2 1.1
H 0.6 -0.4 -0.3
H 0.4 -0.1 -0.1
H 0.3 0.1 0.0
H -0.3 0.3 -0.4
H 0.1 0.0 0.6
H 0.0 0.1 0.6
H -0.1 0.4 -0.7
H -0.9 -0.1 0.0
H 0.1 -0.5 -0.9
H -0.7 -0.2 0.3
H 0.2 0.1 -0.1
C 0.4 -0.8 -0.3
As -0.1 0.0 0.6
C 0.0 0.0 0.6
C 0.1 0.1 -0.3
C 0.3 -0.3 -0.9
C -0.6 0.1 1.0
C 0.1 0.9 0.1
C 0.2 0.0 0.2
C 0.4 -0.1 -0.6
As -0.6 0.4 1.0
C 0.6 -0.6 0.0
C -0.2 0.6 -1.5
H -0.5 0.1 -0.7
H 0.2 0.5 0.5
H -0.1 0.1 0.3
H 0.2 0.0 -0.8
H -0.1 0.0 0.3
H -0.1 0.3 -0.3
H 0.0 -0.1 0.1
H 0.3 0.3 -0.3
H 0.0 -0.4 -0.3
H -0.2 -0.8 0.1
H 0.2 0.1 -0.1
H 0.0 0.0 -0.3
H -0.4 0.3 0.1
H 0.3 -0.1 0.2
H -0.3 -0.3 0.7
H 0.2 -0.2 0.4
O 2.1 1.2 -0.7
N -1.8 -2.7 0.9
O -0.4 0.5 0.1
C -1.5 0.5 0.3
C 0.5 -0.4 0.1
C 0.5 1.1 -0.2
C 0.1 -0.2 -0.2
C 0.5 -0.3 0.1
C 0.6 -0.5 0.4
N -1.0 0.5 -0.3
C -1.1 -0.4 0.7
C 1.6 -0.6 0.3
N -0.7 -0.5 -0.3
C -0.5 -0.1 0.5
C 0.7 -0.7 -0.4
C -0.2 -0.6 0.1
C 0.3 1.5 -0.9
H 0.5 0.0 -0.3
H 0.1 0.1 -0.1
H 0.1 -0.4 0.0
H 0.2 -0.2 0.0
H -0.4 -0.2 -0.4
H -0.7 0.1 0.3
H 0.0 1.5 0.1
I 0.2 -0.1 0.5
C 0.0 -0.2 -1.5
C 0.4 -0.4 0.5
N 0.1 -0.1 -0.4
N -0.7 0.4 -0.5
C 0.0 0.2 0.8
H -0.1 0.2 0.1
H 0.3 0.0 -0.1
H -0.2 0.2 0.7

Output
- E (eV) = -184815.7205
- ΔE to the lowest compared entry with this formula, charge and spin (kcal/mol) = 0.00
- orbital gap (eV) = 6.855
- net charge = +1

---

# 3
The following is a DFT calculation (wB97M-V/def2-TZVPD) of a molecular structure, C37H44BrMnN8O5Se at a distorted geometry.

Positions of all 97 atoms, in Å:
Mn1 0.165 0.032 0.442
O1 2.509 -6.419 1.718
C1 1.196 -6.126 2.126
C2 0.874 -4.706 1.765
C3 -0.387 -4.163 1.983
C4 -0.625 -2.855 1.613
N1 0.311 -2.076 1.074
C5 1.545 -2.577 0.893
C6 1.850 -3.889 1.205
C7 2.539 -1.617 0.385
C8 3.892 -1.893 0.322
C9 4.790 -0.919 -0.095
C10 6.259 -1.252 -0.193
O2 6.715 -1.991 0.914
C11 4.282 0.339 -0.401
C12 2.923 0.550 -0.321
N2 2.053 -0.403 0.036
H1 2.734 -7.319 1.968
H2 1.076 -6.241 3.210
H3 0.466 -6.785 1.642
H4 -1.178 -4.746 2.434
H5 -1.605 -2.415 1.751
H6 2.831 -4.303 1.031
H7 4.278 -2.857 0.623
H8 6.842 -0.343 -0.365
H9 6.394 -1.901 -1.062
H10 6.879 -1.407 1.662
H11 4.936 1.151 -0.690
H12 2.495 1.515 -0.556
Br1 0.394 -2.229 -2.628
C13 -1.364 -1.831 -2.036
C14 -2.462 -2.380 -2.674
C15 -3.721 -2.074 -2.178
C16 -3.834 -1.249 -1.070
C17 -2.673 -0.754 -0.510
N3 -1.455 -1.031 -0.987
C18 -2.672 0.150 0.708
O3 -3.685 0.531 1.217
O4 -1.450 0.428 1.095
H13 -2.333 -3.031 -3.526
H14 -4.602 -2.488 -2.651
H15 -4.786 -0.981 -0.632
C19 0.981 5.766 2.103
N4 0.818 4.345 1.858
C20 1.307 3.324 2.765
C21 0.999 2.076 1.967
O5 1.164 0.900 2.296
N5 0.498 2.411 0.766
C22 0.414 3.757 0.726
N6 0.001 4.415 -0.344
H16 0.923 5.947 3.174
H17 0.184 6.335 1.629
H18 1.947 6.124 1.740
H19 0.785 3.323 3.724
H20 2.380 3.417 2.949
H21 -0.324 3.893 -1.148
H22 -0.117 5.413 -0.335
C23 -2.884 3.030 -6.830
C24 -2.360 3.217 -5.407
C25 -2.587 2.004 -4.506
C26 -1.734 0.784 -4.861
N7 -0.304 1.055 -5.004
C27 0.573 1.331 -4.018
Se1 0.158 1.607 -2.210
N8 1.803 1.447 -4.563
C28 3.050 1.745 -3.878
C29 3.544 3.171 -4.137
C30 2.626 4.248 -3.567
C31 3.195 5.648 -3.782
C32 1.720 1.232 -5.932
C33 2.688 1.242 -6.929
C34 2.261 0.998 -8.220
C35 0.914 0.748 -8.506
C36 -0.045 0.730 -7.513
C37 0.380 0.978 -6.213
H23 -2.805 3.961 -7.390
H24 -3.935 2.737 -6.814
H25 -2.322 2.269 -7.374
H26 -2.868 4.071 -4.956
H27 -1.293 3.464 -5.432
H28 -3.634 1.696 -4.573
H29 -2.398 2.278 -3.470
H30 -2.061 0.373 -5.813
H31 -1.863 0.010 -4.103
H32 3.792 1.019 -4.218
H33 2.882 1.588 -2.817
H34 3.658 3.325 -5.213
H35 4.539 3.266 -3.693
H36 2.477 4.064 -2.498
H37 1.641 4.178 -4.039
H38 4.158 5.758 -3.280
H39 2.518 6.411 -3.397
H40 3.347 5.842 -4.845
H41 3.731 1.434 -6.716
H42 2.981 1.004 -9.027
H43 0.621 0.565 -9.531
H44 -1.080 0.525 -7.751

Force components x, y, z for each atom (eV/Å):
Mn -0.3 -0.4 -0.4
O 0.0 0.1 0.0
C -0.1 -0.1 0.1
C 0.1 0.1 -0.1
C 0.1 0.0 0.0
C -0.3 0.0 0.0
N 0.3 0.7 0.0
C -0.1 -0.3 0.1
C 0.0 0.0 0.0
C 0.0 0.1 0.0
C 0.0 0.0 0.0
C -0.1 0.1 0.0
C 0.0 0.0 0.0
O -0.1 -0.1 0.0
C 0.1 -0.2 0.0
C -0.1 0.2 -0.1
N 0.9 -0.1 0.0
H 0.0 0.0 0.0
H 0.0 0.0 0.0
H 0.0 0.0 0.0
H 0.0 0.0 0.0
H 0.0 0.1 0.0
H 0.0 0.0 0.0
H 0.0 0.0 0.0
H 0.0 0.0 0.0
H 0.0 0.1 0.0
H 0.0 0.0 0.0
H 0.0 0.0 0.0
H -0.1 0.0 0.0
Br -0.2 0.0 -0.1
C 0.3 0.1 0.2
C 0.0 -0.1 -0.1
C 0.0 0.0 0.0
C 0.0 0.1 0.1
C 0.0 0.1 0.0
N 0.1 -0.1 0.1
C -0.6 -0.6 -1.0
O 0.2 0.1 0.2
O -0.1 0.5 1.1
H 0.0 0.0 0.0
H 0.0 0.0 0.0
H 0.0 0.0 0.0
C 0.1 0.0 -0.1
N 0.0 0.0 0.0
C 0.0 -0.2 0.1
C 0.0 0.5 0.0
O -0.3 -0.4 -0.2
N 0.1 -0.6 0.0
C 0.0 0.3 0.0
N -0.1 0.1 0.1
H 0.0 0.0 0.0
H 0.0 0.0 0.0
H 0.0 0.0 0.0
H 0.0 0.0 0.0
H 0.0 0.0 0.0
H 0.1 -0.1 -0.1
H 0.0 0.0 0.0
C 0.1 0.1 0.1
C -0.1 -0.1 -0.1
C 0.2 0.1 -0.1
C -0.3 0.1 0.1
N 0.1 -0.1 0.1
C -0.1 0.0 0.1
Se 0.0 0.1 0.0
N -0.2 -0.1 0.0
C 0.3 0.2 0.0
C -0.2 -0.1 0.1
C 0.1 0.0 -0.1
C -0.1 -0.1 0.0
C -0.2 0.0 -0.2
C 0.1 0.0 0.0
C 0.0 0.0 0.0
C 0.0 0.0 0.0
C -0.1 -0.1 0.0
C 0.2 0.1 -0.1
H 0.0 0.0 -0.1
H 0.0 0.0 0.0
H -0.1 0.0 0.0
H 0.0 0.0 0.0
H 0.0 0.0 0.0
H 0.0 -0.1 0.0
H 0.0 0.0 0.1
H 0.1 -0.1 0.0
H 0.1 0.0 0.0
H 0.0 0.0 0.0
H -0.1 0.0 0.0
H 0.1 0.0 0.0
H 0.0 0.0 0.0
H 0.0 0.0 0.0
H 0.0 0.0 0.0
H 0.0 0.0 0.0
H 0.0 0.0 0.0
H 0.0 0.0 0.0
H 0.0 0.0 0.0
H 0.0 0.0 0.0
H 0.0 0.0 0.0
H 0.0 0.0 0.0

Output
- E (eV) = -227942.6071
- ⟨S²⟩ = 6.06
- ΔE to the lowest compared entry with this formula, charge and spin (kcal/mol) = 23.77
- orbital gap (spin up / spin down) (eV) = 5.582 / 6.650
- 2S+1 = 5
- net charge = +2

---

Which of these has the lowest E? C37H44BrMnN8O5Se